Formula: C75H47BBrCl2NO11P
Source: OMol25
Level of theory: wB97M-V/def2-TZVPD

```
! wB97M-V def2-TZVPD RIJCOSX def2/J DEFGRID3
* xyz -1 1
Br -3.176 7.734 -7.487
Cl -8.922 6.923 -7.444
Cl -6.029 5.603 -6.946
P -3.663 6.854 -5.413
O 2.497 6.380 5.757
O -2.470 7.519 -4.338
O -1.210 2.012 -4.650
O 2.415 -6.511 -5.240
O 1.549 -1.961 -2.397
O 5.571 -3.932 2.830
O -7.931 0.836 0.494
O 7.677 -7.530 6.159
O 4.514 -9.413 -1.284
O -3.198 3.289 0.230
O -2.233 3.925 6.030
N -5.657 6.805 -3.500
C -0.737 5.181 4.727
C 1.096 -2.123 -5.149
C 1.403 5.843 5.827
C 3.269 -7.518 -1.891
C 4.780 -10.414 -3.878
C -0.604 1.091 -4.131
C -7.271 2.075 -1.922
C 5.757 -6.564 1.910
C 4.007 -8.765 -2.187
C -5.572 0.949 3.948
C 7.116 -5.280 5.786
C 0.891 -1.066 -2.908
C 0.019 6.490 2.384
C -5.203 2.751 -0.868
C -0.118 -0.043 -4.948
C 0.129 4.042 9.480
C 2.079 -5.551 -2.637
C 6.935 -8.425 3.619
C -5.980 1.483 1.629
C 2.870 -7.188 -4.333
C 3.550 -8.470 -4.622
C -0.627 2.118 -0.508
C 0.064 -1.137 -7.094
C -6.862 1.424 0.441
C 7.565 -4.884 7.048
C 3.627 -8.931 -5.938
C 4.116 -9.219 -3.590
C 3.102 -7.111 -0.566
C 0.491 5.840 4.662
C -5.306 10.426 -4.240
C -4.314 1.545 3.864
C 0.620 -1.072 -4.363
C -8.347 8.831 -5.276
C 1.386 4.638 9.395
C -0.281 4.574 7.161
C -0.349 1.086 -2.673
C 6.525 -2.993 5.284
C -1.577 5.161 3.612
C -5.671 3.405 -3.145
C -4.732 2.100 1.552
C -4.827 3.412 -2.039
C -0.400 -0.081 -6.315
C 7.499 -3.545 7.421
C 6.986 -2.598 6.536
C -0.702 4.004 8.365
C 2.424 -5.930 -0.280
C -1.199 5.814 2.443
C -3.895 2.120 2.668
C 5.908 -7.886 1.503
C 0.818 -2.154 -6.512
C -7.792 7.604 -6.141
C -4.294 2.752 0.297
C 6.204 -6.166 3.172
C 0.049 1.054 0.086
C 1.921 -5.146 -1.316
C 6.505 -8.814 2.354
C 2.744 -6.744 -2.927
C 0.967 5.192 7.083
C -6.490 7.078 -5.893
C 6.584 -4.337 4.908
C 0.865 6.499 3.489
C 0.541 0.016 -0.698
C -0.827 2.136 -1.885
C 4.859 -10.867 -5.192
C 6.078 -4.749 3.580
C 6.780 -7.101 4.033
C 1.805 5.213 8.199
C -6.402 0.913 2.831
C 4.276 -10.129 -6.220
C -6.889 2.731 -3.089
C -6.432 2.092 -0.805
C 0.348 0.033 -2.081
C 7.224 -6.701 5.386
C -1.164 4.513 5.975
C -5.153 9.164 -4.630
B -5.392 7.555 -4.796
H -1.856 5.801 1.578
H -5.379 3.924 -4.053
H 3.178 -8.360 -6.746
H -2.916 2.587 2.611
H 4.330 -10.488 -7.244
H -1.832 8.029 -4.911
H -6.594 7.001 -3.119
H -1.359 2.965 -2.341
H -0.985 0.710 -6.776
H -0.203 3.605 10.417
H -0.161 -1.167 -8.155
H -7.378 0.443 2.902
H -7.951 8.875 -4.192
H 2.784 5.680 8.141
H 1.814 7.025 3.435
H 5.296 -5.844 1.240
H -7.544 2.719 -3.955
H 5.232 -10.996 -3.080
H 1.186 -2.975 -7.121
H -2.530 4.641 3.652
H -5.509 11.456 -3.753
H 6.123 -2.250 4.600
H 2.289 -5.620 0.752
H -7.971 9.817 -5.774
H -5.904 0.512 4.884
H -1.003 2.932 0.103
H 7.971 -5.615 7.741
H 6.944 -1.552 6.824
H -3.663 1.565 4.732
H 3.496 -7.715 0.246
H -1.678 3.534 8.436
H -9.510 8.914 -5.332
H 7.852 -3.237 8.401
H 5.372 -11.798 -5.413
H 1.680 -4.937 -3.439
H 1.681 -2.922 -4.701
H 1.071 -0.808 -0.229
H 0.193 1.035 1.163
H 6.634 -9.843 2.031
H 1.400 -4.220 -1.093
H 2.037 4.659 10.263
H -3.878 3.937 -2.092
H -8.224 1.555 -1.884
H 0.309 7.007 1.475
H 5.565 -8.193 0.520
H 7.396 -9.155 4.279
H -4.912 6.982 -2.797
*
```

Results
E_HOMO   -0.158 hartree
Max |F|   8.48 eV/A

Atom charges from the Mulliken analysis, given in e for atoms 1 to 99: Br -0.3820; Cl -0.2567; Cl -0.2436; P -0.0478; O -0.6788; O -0.4723; O -0.7148; O -0.7032; O -0.7027; O -0.6867; O -0.7077; O -0.6797; O -0.7310; O -0.6360; O -0.6654; N -0.4558; C 0.2846; C -0.4357; C 0.6005; C 0.7336; C -0.4785; C 0.5468; C -0.5960; C -0.8053; C 0.5890; C -0.5445; C 0.1663; C 0.4698; C -0.6657; C 0.5367; C 0.3208; C -0.4848; C -0.9668; C -0.6230; C 0.3122; C 0.5121; C 0.1330; C -0.3705; C -0.4075; C 0.5858; C -0.5405; C -0.5066; C 0.1376; C -0.9741; C 0.3037; C -0.8253; C -0.6342; C 0.2735; C -0.9235; C -0.4366; C 0.2105; C 0.1695; C -0.5582; C -0.7177; C -0.6330; C 0.1245; C -0.6809; C -0.6668; C -0.4501; C -0.4697; C -0.5079; C -0.8792; C -0.4518; C -0.5253; C -0.3501; C -0.6570; C 0.1344; C 0.3693; C 0.2278; C -0.8198; C -0.3590; C -0.6225; C 0.3504; C 0.0892; C 0.1897; C 0.2017; C -0.5831; C -0.5065; C -0.7196; C -0.4713; C 0.5653; C 0.2343; C -0.5558; C -0.5941; C -0.4658; C -0.6296; C 0.3952; C 0.4163; C 0.6352; C 0.4859; C 0.2519; B 0.4653; H 0.5066; H 0.3432; H 0.4602; H 0.7394; H 0.3921; H 0.2771; H 0.1423